Record 1
The following is a DFT calculation (ωB97M-V with the def2-TZVPD basis set) of 11 unconnected molecules or ions with the total composition H22O11.

Geometry as ORCA input:
```
! RIJCOSX wB97M-V def2-TZVPD def2/J DEFGRID3
* xyz -1 2
O -3.101 1.371 -2.186
O -0.439 1.937 -2.406
O 2.646 1.905 0.381
O -0.152 2.983 0.034
O 3.085 -0.489 1.485
O -0.117 -0.237 -0.175
O 1.710 -1.923 -2.048
O -0.637 -0.804 2.332
O 1.139 0.459 4.124
O -1.301 -2.962 -0.445
O -2.467 -1.376 -1.974
H -0.574 -2.653 0.096
H -0.203 3.930 -0.101
H 0.824 -1.565 -2.119
H -0.455 2.299 -1.520
H 1.609 1.205 3.751
H -3.029 -2.076 -2.305
H -0.197 -1.502 2.817
H -1.114 -3.889 -0.593
H -0.768 0.445 -0.341
H 1.696 1.939 0.273
H -0.315 2.865 0.969
H -1.934 -1.795 -1.299
H 3.466 -0.949 0.737
H 0.304 2.369 -2.829
H -0.243 -0.470 0.745
H -2.936 0.449 -1.990
H 2.241 -0.919 1.627
H 0.600 0.130 3.405
H -2.253 1.712 -2.471
H -1.548 -0.847 2.623
H 1.648 -2.581 -1.356
H 2.815 1.042 0.759
*
```

M ... 198.17 Da
<S²> ... 0.750
Energy relative to the best compared isomer or geometry (same formula, charge and spin) ... 72.4 kJ/mol
HOMO (alpha / beta) ... -0.43 / -7.52 eV

Record 2
The following is a DFT calculation (ωB97M-V with the def2-TZVPD basis set) of 11 unconnected molecules or ions with the total composition H22O11.

Geometry as ORCA input:
```
! RIJCOSX wB97M-V def2-TZVPD def2/J DEFGRID3
* xyz -1 2
O -1.464 1.495 2.156
O 0.141 -0.341 0.424
O 1.363 -0.658 -3.415
O -3.972 -0.614 1.061
O 2.136 1.411 2.892
O 2.363 1.137 -0.637
O 1.242 3.876 -0.470
O -2.027 -0.021 -1.382
O -2.553 -2.869 -1.299
O 2.025 -1.529 1.891
O 0.560 -2.643 -0.846
H 3.154 0.894 -0.156
H -3.163 -0.109 0.983
H 2.634 1.146 -1.555
H -2.754 -2.189 -0.656
H -1.614 -3.024 -1.198
H 0.539 -3.262 -0.117
H -1.045 0.758 1.711
H 0.917 0.013 -2.899
H 1.487 3.951 0.452
H 0.704 0.180 -0.149
H 1.328 -0.959 1.566
H -4.603 -0.142 0.518
H 1.617 1.245 3.679
H 2.012 -0.175 -3.927
H -1.766 0.816 -1.767
H 1.634 1.008 2.183
H 1.428 2.964 -0.694
H -0.725 -0.293 0.019
H -2.451 -0.493 -2.098
H 1.620 -2.020 2.606
H 0.591 -1.781 -0.430
H -1.361 2.230 1.552
*
```

M ... 198.17 Da
<S²> ... 0.751
Energy relative to the best compared isomer or geometry (same formula, charge and spin) ... 65.9 kJ/mol
HOMO (alpha / beta) ... -0.32 / -8.09 eV

Record 3
The following is a DFT calculation (ωB97M-V with the def2-TZVPD basis set) of 11 unconnected molecules or ions with the total composition H22O11.

Geometry as ORCA input:
```
! RIJCOSX wB97M-V def2-TZVPD def2/J DEFGRID3
* xyz 0 1
O 3.356 -0.991 0.410
O -1.123 3.998 1.348
O -2.652 1.939 -1.437
O 2.769 3.343 -1.070
O -1.364 -3.167 2.292
O 2.501 -3.458 -0.539
O -4.907 0.609 0.042
O -1.098 -0.018 -0.208
O 3.756 0.737 -1.257
O -2.604 -3.324 -2.149
O 1.149 0.094 2.174
H -3.276 1.671 -0.831
H -5.748 1.039 0.031
H -1.872 -3.582 -2.763
H -0.956 -2.406 2.815
H -1.131 4.355 2.302
H 0.431 -0.372 1.735
H -2.660 -2.297 -2.115
H 4.703 0.682 -1.251
H 2.041 -3.646 0.289
H 2.116 4.051 -1.313
H 2.696 -0.606 0.976
H -0.811 -1.002 -0.192
H -5.134 -0.215 0.488
H -2.404 2.796 -1.061
H 3.353 -0.186 -1.355
H 3.253 3.746 -0.357
H 4.288 -0.996 0.772
H -0.329 4.300 0.937
H 1.441 -0.459 2.936
H -1.092 -2.803 1.427
H -0.345 0.608 -0.123
H 3.179 -2.768 -0.200
*
```

M ... 198.16 Da
Energy relative to the best compared isomer or geometry (same formula, charge and spin) ... 376.9 kJ/mol
HOMO ... -10.13 eV

Record 4
The following is a DFT calculation (ωB97M-V with the def2-TZVPD basis set) of 11 unconnected molecules or ions with the total composition H22O11.

Geometry as ORCA input:
```
! RIJCOSX wB97M-V def2-TZVPD def2/J DEFGRID3
* xyz 0 1
O -1.444 -3.172 2.423
O 0.465 -2.638 -4.533
O -2.049 2.288 0.425
O -0.326 2.244 2.955
O 0.916 -1.425 4.109
O 0.206 -0.029 -0.843
O 0.212 3.060 0.519
O -1.741 -3.119 -2.079
O 2.756 -0.495 -3.624
O -0.439 3.128 -1.770
O 1.299 0.482 2.389
H 0.246 -0.680 3.905
H 3.029 -1.167 -4.245
H -2.685 1.630 0.090
H -2.402 2.472 1.288
H 1.617 -1.123 3.482
H 1.338 0.840 1.432
H -0.565 -3.280 2.728
H 0.766 -0.298 2.388
H -0.156 -0.839 -0.642
H -1.113 -2.392 -1.888
H 0.481 2.843 -1.929
H 0.817 -3.320 -3.951
H 1.060 -1.950 -4.615
H 0.281 -0.174 -1.800
H 1.802 -0.355 -3.891
H 1.161 2.925 0.448
H -1.459 -2.162 2.592
H -1.424 -3.870 -1.434
H -0.088 2.312 1.055
H -0.716 1.426 2.618
H -0.165 2.167 3.880
H -0.670 2.413 -1.266
*
```

M ... 198.16 Da
Energy relative to the best compared isomer or geometry (same formula, charge and spin) ... 514.3 kJ/mol
HOMO ... -9.55 eV

Record 5
The following is a DFT calculation (ωB97M-V with the def2-TZVPD basis set) of 11 unconnected molecules or ions with the total composition H22O11.

Geometry as ORCA input:
```
! RIJCOSX wB97M-V def2-TZVPD def2/J DEFGRID3
* xyz 0 1
O 3.649 2.271 -1.846
O 2.047 -1.391 1.658
O 0.734 -3.931 -0.250
O 3.710 -1.036 0.745
O -0.280 1.774 3.089
O -3.990 -0.650 1.127
O -3.981 2.791 -0.921
O -0.715 0.258 0.777
O 1.311 3.740 -0.912
O -3.964 -1.695 -1.604
O 0.597 -2.061 -2.014
H 0.700 -4.835 0.083
H 4.621 -1.071 1.059
H -4.395 -2.249 -0.944
H 1.311 -1.447 1.038
H -3.355 2.454 -0.270
H 1.632 -1.484 2.523
H -0.037 2.430 3.752
H 1.913 3.768 -1.664
H -3.489 2.774 -1.750
H 0.230 -1.716 -1.192
H -0.083 0.641 0.158
H 3.617 1.808 -1.001
H -1.205 1.965 2.899
H -3.025 -1.776 -1.401
H -3.809 0.011 0.449
H -4.924 -0.527 1.332
H 3.765 -1.348 -0.166
H -0.181 0.029 1.546
H 3.748 1.565 -2.495
H 1.068 -4.025 -1.149
H 1.758 4.260 -0.235
H 1.019 -1.296 -2.421
*
```

M ... 198.16 Da
Energy relative to the best compared isomer or geometry (same formula, charge and spin) ... 383.5 kJ/mol
HOMO ... -9.96 eV

Record 6
The following is a DFT calculation (ωB97M-V with the def2-TZVPD basis set) of a molecular structure, H22O11.

Geometry as ORCA input:
```
! RIJCOSX wB97M-V def2-TZVPD def2/J DEFGRID3
* xyz 0 1
O 12.832 6.843 4.868
O 13.186 2.906 2.527
O 15.092 7.821 1.313
O 16.138 7.355 -0.545
O 16.249 4.464 -0.511
O 18.402 4.679 0.401
O 15.493 5.075 2.561
O 17.683 3.671 3.928
O 18.517 6.716 2.570
O 15.503 2.450 1.395
O 13.988 3.952 4.876
H 13.730 2.634 1.835
H 15.738 2.639 0.592
H 16.689 3.978 -1.247
H 15.481 6.007 2.148
H 13.095 5.952 5.040
H 15.389 3.357 1.964
H 18.139 6.539 3.410
H 15.511 8.338 1.911
H 15.520 7.385 0.295
H 18.079 7.505 2.671
H 14.124 8.232 1.055
H 16.932 4.437 0.182
H 14.699 5.143 2.952
H 13.713 3.389 4.035
H 18.054 5.294 1.126
H 16.305 6.383 -0.614
H 17.775 3.590 4.971
H 12.319 2.697 2.368
H 18.582 3.703 0.765
H 16.995 4.299 3.681
H 14.753 3.540 5.150
H 13.666 7.324 4.650
*
```

M ... 198.17 Da
Energy relative to the best compared isomer or geometry (same formula, charge and spin) ... 543.1 kJ/mol
HOMO ... -9.48 eV

Record 7
The following is a DFT calculation (ωB97M-V with the def2-TZVPD basis set) of 11 unconnected molecules or ions with the total composition H22O11.

Geometry as ORCA input:
```
! RIJCOSX wB97M-V def2-TZVPD def2/J DEFGRID3
* xyz 0 1
O -2.153 -0.915 -0.058
O -2.566 -2.674 2.522
O -4.167 0.941 2.691
O 0.541 0.542 0.497
O 2.806 -1.297 0.108
O 1.122 -0.696 -4.849
O -3.330 -0.364 -2.931
O 0.321 -4.120 1.849
O 3.851 1.315 -1.403
O 0.896 4.382 0.278
O 2.876 1.868 1.758
H 4.659 1.527 -0.947
H 2.067 -1.039 -0.537
H 3.407 1.048 1.781
H 1.602 0.000 -5.131
H -5.002 1.371 3.001
H 1.104 -0.643 -3.887
H -0.105 0.852 1.064
H 1.760 4.789 0.091
H 0.708 3.982 -0.659
H -2.575 -0.062 0.034
H -4.100 1.294 1.847
H -3.033 -1.831 2.532
H -1.690 -2.539 2.433
H -0.128 -3.205 1.949
H -1.681 -0.887 -0.910
H 0.372 0.927 -0.367
H -3.432 -0.731 -2.042
H 3.162 1.077 -0.701
H -3.798 -0.792 -3.580
H 2.851 2.207 2.670
H 0.773 -4.106 0.992
H 2.881 -2.223 -0.095
*
```

M ... 198.16 Da
Energy relative to the best compared isomer or geometry (same formula, charge and spin) ... 376.2 kJ/mol
HOMO ... -11.16 eV